{
  "formula": "C2H6N5",
  "method": "ωB97M-V with the def2-TZVPD basis set",
  "molar_mass_g_mol": 100.10,
  "de_lowest_kj_mol": 586.1,
  "total_energy_ha": -353.12208,
  "total_charge": 1,
  "species": ["C", "C", "N", "N", "N", "N", "N", "H", "H", "H", "H", "H", "H"],
  "xyz": [[-0.38, -0.41, 0.12], [0.73, 1.29, -0.44], [-0.67, -0.61, -1.27], [-1.46, 0.24, 0.65], [-1.78, -0.06, -1.41], [-2.29, 0.44, -0.24], [0.67, -1.19, 0.84], [1.57, 0.62, -0.75], [0.79, 1.78, 0.49], [0.09, 1.82, -1.21], [1.50, -1.28, 0.20], [0.17, -2.06, 1.32], [1.04, -0.59, 1.69]],
  "nbo_charge": [0.27, -0.31, -0.17, -0.20, -0.02, 0.02, -0.73, 0.20, 0.22, 0.27, 0.48, 0.50, 0.48]
}


{
  "formula": "C17H19BN6O3Os",
  "method": "ωB97M-V with the def2-TZVPD basis set",
  "molar_mass_g_mol": 556.42,
  "de_lowest_kj_mol": 0.0,
  "s2": 6.04,
  "total_energy_ha": -1328.34758,
  "spin_multiplicity": 5,
  "total_charge": 2,
  "species": ["H", "N", "B", "N", "C", "Os", "H", "C", "H", "C", "H", "C", "H", "H", "H", "N", "N", "N", "N", "C", "C", "H", "H", "C", "C", "C", "C", "H", "H", "H", "H", "H", "O", "C", "C", "C", "C", "C", "C", "C", "O", "O", "H", "H", "H", "H", "H"],
  "xyz": [[0.83, 3.43, 0.19], [0.58, 1.87, -1.21], [0.40, 0.45, -3.37], [0.67, 1.80, -2.63], [0.99, 3.03, -3.05], [0.23, 0.33, -0.20], [1.11, 3.23, -4.10], [1.14, 3.89, -1.97], [1.42, 4.92, -1.97], [0.86, 3.14, -0.83], [0.47, 0.50, -4.52], [-1.78, -2.11, 1.79], [-1.51, -2.59, 2.74], [-0.83, -1.76, 1.16], [-2.17, -3.06, 1.38], [-1.08, 0.08, -2.93], [1.28, -0.67, -2.75], [-1.38, -0.03, -1.55], [1.35, -0.79, -1.33], [-2.21, -0.16, -3.63], [2.10, -1.59, -3.26], [-2.21, -0.10, -4.73], [2.22, -1.68, -4.33], [-3.23, -0.47, -2.76], [2.69, -2.32, -2.26], [-2.69, -0.41, -1.47], [2.20, -1.81, -1.08], [-4.28, -0.73, -3.01], [3.42, -3.11, -2.35], [-3.15, -0.61, -0.49], [2.43, -2.10, -0.07], [-2.54, -1.31, 1.86], [0.87, 2.47, 3.14], [0.76, 1.42, 4.00], [0.22, 1.69, 5.26], [0.13, 0.67, 6.19], [0.62, -0.62, 5.92], [1.17, -0.89, 4.64], [1.20, 0.11, 3.65], [1.64, -0.24, 2.23], [2.10, -1.35, 1.99], [1.40, 0.68, 1.30], [1.04, 2.05, 2.26], [-0.14, 2.70, 5.45], [-0.30, 0.88, 7.17], [0.58, -1.42, 6.66], [1.60, -1.88, 4.40]],
  "lowdin_spin": [0.00, 0.08, 0.00, 0.00, 0.07, 2.18, 0.00, 0.03, 0.00, 0.05, 0.00, 0.01, 0.00, 0.01, 0.00, 0.01, 0.02, 0.03, 0.16, 0.03, 0.05, 0.00, 0.00, 0.01, 0.02, 0.02, 0.04, 0.00, 0.00, 0.00, 0.00, 0.00, 0.22, 0.18, 0.14, 0.01, 0.28, 0.06, 0.09, 0.02, 0.03, 0.12, 0.01, 0.00, 0.00, 0.01, 0.00]
}


{
  "formula": "C24H41F3O3P2RhS",
  "method": "ωB97M-V with the def2-TZVPD basis set",
  "molar_mass_g_mol": 631.50,
  "de_lowest_kj_mol": 152.9,
  "s2": 6.03,
  "total_energy_ha": -2655.32786,
  "spin_multiplicity": 5,
  "total_charge": 1,
  "species": ["Rh", "C", "C", "C", "C", "C", "C", "H", "H", "H", "C", "H", "H", "H", "C", "H", "H", "H", "C", "H", "H", "H", "C", "H", "H", "H", "C", "C", "C", "C", "C", "C", "C", "C", "H", "H", "H", "H", "H", "H", "H", "H", "H", "H", "H", "H", "P", "C", "C", "P", "C", "C", "C", "H", "H", "H", "H", "H", "H", "H", "H", "H", "H", "H", "H", "H", "H", "F", "C", "F", "F", "S", "O", "O", "O"],
  "xyz": [[-1.67, -1.24, -2.26], [-1.83, 0.93, -1.65], [-3.23, 0.61, -1.77], [-2.36, -0.71, -0.07], [-1.30, 0.13, -0.57], [-3.55, -0.40, -0.81], [-1.10, 2.01, -2.38], [-1.07, 1.79, -3.45], [-0.08, 2.10, -2.01], [-1.59, 2.98, -2.26], [0.07, 0.18, 0.00], [0.78, 0.60, -0.72], [0.41, -0.83, 0.27], [0.09, 0.80, 0.92], [-2.28, -1.63, 1.11], [-2.47, -1.09, 2.05], [-1.28, -2.08, 1.20], [-3.01, -2.46, 1.04], [-4.88, -1.01, -0.57], [-5.27, -0.74, 0.43], [-4.84, -2.10, -0.60], [-5.60, -0.67, -1.31], [-4.20, 1.23, -2.71], [-5.13, 1.47, -2.19], [-4.46, 0.58, -3.55], [-3.81, 2.17, -3.11], [5.31, -0.11, -0.58], [5.26, 0.58, -1.72], [5.53, -0.02, -3.08], [4.48, -1.04, -3.57], [3.35, -1.17, -2.62], [3.25, -2.08, -1.62], [4.53, -2.64, -1.08], [5.52, -1.60, -0.45], [6.52, -0.49, -3.13], [4.95, -2.02, -3.76], [5.57, 0.80, -3.81], [6.54, -1.87, -0.80], [5.29, 0.43, 0.37], [5.11, 1.67, -1.75], [5.52, -1.81, 0.64], [4.30, -3.40, -0.31], [2.32, -2.37, -1.11], [5.09, -3.21, -1.86], [4.10, -0.68, -4.55], [2.74, -0.25, -2.52], [0.87, -1.98, -3.27], [2.00, -3.27, -4.15], [0.59, -1.27, -4.97], [-1.06, -2.99, -1.35], [0.04, -3.54, -2.66], [-2.50, -1.00, -4.17], [-1.89, -4.50, -0.78], [2.62, -3.81, -3.43], [2.66, -2.85, -4.92], [1.29, -3.97, -4.62], [1.09, -1.83, -5.77], [0.94, -0.24, -5.03], [-0.48, -1.24, -5.16], [-1.64, -5.28, -1.52], [-2.99, -4.39, -0.69], [-1.44, -4.70, 0.21], [0.75, -4.26, -2.20], [-0.44, -3.97, -3.55], [-3.61, -1.08, -4.01], [-2.16, -1.80, -4.85], [-2.26, 0.00, -4.58], [0.62, -1.37, 3.03], [1.79, -1.90, 2.59], [2.44, -0.93, 1.89], [2.55, -2.20, 3.67], [1.50, -3.42, 1.55], [2.86, -3.85, 1.26], [0.68, -4.25, 2.41], [0.77, -2.93, 0.33]],
  "lowdin_spin": [1.10, 0.16, 0.10, 0.11, 0.10, 0.16, 0.03, 0.01, 0.00, 0.01, 0.01, 0.00, 0.00, 0.00, 0.01, 0.00, 0.00, 0.00, 0.02, 0.01, 0.01, 0.00, 0.01, 0.00, 0.00, 0.00, 0.00, 0.00, 0.02, 0.03, 0.23, 0.27, 0.04, 0.02, 0.00, 0.00, 0.00, 0.00, 0.00, 0.00, 0.00, 0.00, 0.01, 0.01, 0.00, 0.01, 0.26, 0.06, 0.05, 0.51, 0.19, 0.09, 0.09, 0.00, 0.00, 0.00, 0.00, 0.00, 0.00, 0.01, 0.01, 0.01, 0.02, 0.02, 0.01, 0.02, 0.01, 0.00, 0.00, 0.00, 0.00, 0.01, 0.01, 0.00, 0.09]
}


{
  "formula": "C3H15N2O3",
  "method": "ωB97M-V with the def2-TZVPD basis set",
  "molar_mass_g_mol": 127.16,
  "de_lowest_kj_mol": 621.8,
  "total_energy_ha": -458.09468,
  "total_charge": 1,
  "species": ["N", "C", "C", "O", "C", "N", "H", "H", "H", "H", "H", "H", "H", "H", "H", "H", "H", "H", "H", "O", "H", "H", "O"],
  "xyz": [[2.79, 1.33, 1.61], [-1.62, 0.67, -0.70], [-2.77, 0.22, 0.21], [-2.53, -0.30, 1.62], [-1.07, -0.24, -1.83], [0.37, -0.62, -2.16], [3.70, 1.46, 2.12], [2.16, 0.64, 2.03], [2.19, 2.17, 1.64], [-1.55, 1.79, -0.92], [-3.50, 0.97, 0.27], [-3.35, -0.58, -0.26], [-2.69, 0.41, 2.26], [-1.52, 0.04, -2.72], [-1.57, -1.16, -1.62], [0.91, 0.08, -2.71], [0.83, -0.80, -1.29], [4.04, -0.11, -1.35], [3.27, 0.42, -0.06], [3.32, -0.25, -0.78], [-0.48, -0.57, 0.84], [-0.17, -1.73, 1.76], [0.25, -0.93, 1.38]],
  "nbo_charge": [-1.12, 0.42, -0.25, -0.66, -0.39, -0.71, 0.40, 0.39, 0.37, 0.24, 0.24, 0.25, 0.50, 0.30, 0.22, 0.40, 0.41, 0.47, 0.51, -1.00, 0.43, 0.49, -0.91]
}